*1*
Here is a cluster of 4 separate species, C4H12O3 in total from the Open Molecules 2025 dataset. Energies are from ωB97M-V/def2-TZVPD.

Cartesian coordinates (Å):
C -0.821 1.310 0.470
C -1.039 0.305 -0.427
C -0.330 0.305 -1.719
C -1.887 -0.835 0.116
O -0.217 2.436 0.192
H -1.181 1.179 1.556
H 0.151 -1.294 2.069
H -1.113 0.393 -2.638
H 0.306 -0.551 -1.800
H 0.350 1.101 -1.783
H -2.949 -0.869 -0.181
H -1.956 -0.767 1.215
H -1.445 -1.823 -0.178
H 2.356 -2.206 1.513
H 1.421 -1.001 1.368
O 2.319 -1.400 0.943
H 1.468 1.805 -0.130
H 2.306 0.537 -0.032
O 2.262 1.374 -0.554

Spin multiplicity = 1

Atom-resolved charges from Mulliken, all expressed in e: number 1, C, carries -0.3095; number 2, C, carries 1.2363; number 3, C, carries -1.0753; number 4, C, carries -1.3134; number 5, O, carries -0.5613; number 6, H, carries 0.2598; number 7, H, carries 0.0184; number 8, H, carries 0.2808; number 9, H, carries 0.3267; number 10, H, carries 0.4273; number 11, H, carries 0.3374; number 12, H, carries 0.3398; number 13, H, carries 0.3199; number 14, H, carries 0.3400; number 15, H, carries 0.0994; number 16, O, carries -0.7264; number 17, H, carries 0.3197; number 18, H, carries 0.3449; number 19, O, carries -0.6645

*2*
Here is a cluster of 3 separate species, C4H12O3 in total from the Open Molecules 2025 dataset. Energies are from ωB97M-V/def2-TZVPD.

Cartesian coordinates (Å):
C 2.069 1.601 0.386
C -1.289 -0.417 0.375
O -2.346 0.351 -0.199
C -0.269 0.610 0.849
C 0.938 0.632 0.266
H 1.799 2.521 -0.128
H 2.540 1.798 1.351
H 2.873 1.109 -0.194
H -1.687 -0.971 1.257
H -0.935 -1.010 -0.446
H -2.903 0.734 0.475
H -0.592 1.413 1.509
H 1.312 -0.290 -0.189
H 0.519 -1.716 2.116
H 0.441 -2.063 0.678
O 1.052 -2.108 1.418
H 0.189 0.336 -2.184
H -0.681 -0.702 -2.143
O -0.194 -0.253 -2.858

Spin multiplicity = 1
Structure (SMILES) = C/C=C/CO.O.O

Atom-resolved charges from Mulliken, all expressed in e: number 1, C, carries -1.3180; number 2, C, carries -0.7796; number 3, O, carries -0.4657; number 4, C, carries 0.1861; number 5, C, carries -0.0205; number 6, H, carries 0.2949; number 7, H, carries 0.3456; number 8, H, carries 0.3147; number 9, H, carries 0.2980; number 10, H, carries 0.2428; number 11, H, carries 0.3055; number 12, H, carries 0.2845; number 13, H, carries 0.2358; number 14, H, carries 0.3232; number 15, H, carries 0.3353; number 16, O, carries -0.6287; number 17, H, carries 0.3742; number 18, H, carries 0.3306; number 19, O, carries -0.6588

*3*
Here is a cluster of 3 separate species, C4H12O3 in total from the Open Molecules 2025 dataset. Energies are from ωB97M-V/def2-TZVPD.

Cartesian coordinates (Å):
C 0.619 0.147 2.344
C 0.067 -0.902 -1.352
O -1.168 -1.292 -1.992
C -0.017 -0.918 0.157
C 0.254 0.168 0.873
H 1.077 1.092 2.613
H -0.245 -0.082 2.967
H 1.377 -0.605 2.533
H 0.805 -1.643 -1.637
H 0.310 0.118 -1.635
H -1.312 -2.214 -1.757
H -0.456 -1.809 0.574
H 0.021 1.174 0.544
H 2.347 0.866 0.063
H 2.868 1.690 -1.102
O 3.029 0.866 -0.626
H -3.249 2.042 0.429
H -2.138 1.090 0.002
O -2.718 1.302 0.742

Spin multiplicity = 1
Structure (SMILES) = C/C=C/CO.O.O

Atom-resolved charges from Mulliken, all expressed in e: number 1, C, carries -1.3788; number 2, C, carries -0.5065; number 3, O, carries -0.5274; number 4, C, carries 0.0852; number 5, C, carries -0.6391; number 6, H, carries 0.3409; number 7, H, carries 0.3768; number 8, H, carries 0.3451; number 9, H, carries 0.3545; number 10, H, carries 0.3048; number 11, H, carries 0.3089; number 12, H, carries 0.2922; number 13, H, carries 0.6494; number 14, H, carries 0.3167; number 15, H, carries 0.3224; number 16, O, carries -0.6481; number 17, H, carries 0.3086; number 18, H, carries 0.3049; number 19, O, carries -0.6106

Stability summary: most stable *3*, least stable *1*.

*1*
Here is a cluster of 2 separate species, H5N3S in total from the Open Molecules 2025 dataset. Energies are from ωB97M-V/def2-TZVPD.

Cartesian coordinates (Å):
N 0.706 1.457 -0.667
N -0.404 -0.842 0.093
N -0.484 1.976 -0.725
S -0.609 3.478 -1.154
H 0.605 0.502 -0.211
H 1.520 2.023 -0.686
H -0.915 -1.319 -0.677
H -1.295 -0.813 0.715
H 0.204 -1.593 0.494

Spin multiplicity = 1
Structure (SMILES) = NN=S.N

Atom-resolved charges from Mulliken, all expressed in e: number 1, N, carries -0.1197; number 2, N, carries -0.8791; number 3, N, carries -0.1572; number 4, S, carries -0.2944; number 5, H, carries 0.3629; number 6, H, carries 0.2657; number 7, H, carries 0.2675; number 8, H, carries 0.2819; number 9, H, carries 0.2724

*2*
Here is an isolated molecule of H5N3S from the Open Molecules 2025 dataset. Energies are from ωB97M-V/def2-TZVPD.

Cartesian coordinates (Å):
N -0.052 1.388 0.107
N -0.954 -0.861 0.115
N 0.337 0.138 -0.307
S 1.824 -0.414 -0.016
H -1.012 1.549 -0.312
H -0.199 1.554 1.113
H -1.051 -1.669 -0.477
H -0.900 -1.076 1.100
H 2.007 -0.609 -1.324

Spin multiplicity = 1
Structure (SMILES) = NN(N)S

Atom-resolved charges from Mulliken, all expressed in e: number 1, N, carries -0.4966; number 2, N, carries -0.4947; number 3, N, carries 0.0141; number 4, S, carries -0.1386; number 5, H, carries 0.2880; number 6, H, carries 0.2322; number 7, H, carries 0.2251; number 8, H, carries 0.2356; number 9, H, carries 0.1348

Stability summary: most stable *1*, least stable *2*.

*1*
Here is an isolated molecule of C6H12S from the Open Molecules 2025 dataset. Energies are from ωB97M-V/def2-TZVPD.

Cartesian coordinates (Å):
C -1.368 1.702 -0.136
C -0.989 0.330 -0.665
C 0.481 -0.001 -0.962
C 1.437 -0.045 -0.081
C 2.798 -0.491 -0.412
C 1.353 0.466 1.356
H -0.998 2.540 -0.820
H -2.490 1.664 -0.188
H -0.929 1.846 0.845
H -1.471 0.192 -1.627
H -1.850 -1.953 -0.558
H 0.656 -0.148 -2.024
H 3.514 0.305 -0.253
H 2.853 -0.771 -1.490
H 3.136 -1.330 0.182
H 0.372 0.393 1.857
H 2.038 -0.120 1.952
H 1.806 1.480 1.439
S -1.807 -0.991 0.380

Spin multiplicity = 1
Structure (SMILES) = CC(C)=C[C@H](C)S

Atom-resolved charges from Mulliken, all expressed in e: number 1, C, carries -1.0996; number 2, C, carries -0.2737; number 3, C, carries -0.6040; number 4, C, carries 1.2738; number 5, C, carries -1.4347; number 6, C, carries -1.3645; number 7, H, carries 0.2749; number 8, H, carries 0.3428; number 9, H, carries 0.2887; number 10, H, carries 0.4068; number 11, H, carries 0.1361; number 12, H, carries 0.2342; number 13, H, carries 0.3270; number 14, H, carries 0.3284; number 15, H, carries 0.3477; number 16, H, carries 0.3421; number 17, H, carries 0.3987; number 18, H, carries 0.2736; number 19, S, carries -0.1983

*2*
Here is a cluster of 2 separate species, C6H12S in total from the Open Molecules 2025 dataset. Energies are from ωB97M-V/def2-TZVPD.

Cartesian coordinates (Å):
C 0.612 -0.659 2.369
S 2.341 -0.228 2.080
C 2.401 -0.543 0.315
H 0.476 -1.736 2.270
H -0.032 -0.131 1.669
H 0.348 -0.367 3.382
H 3.408 -0.354 -0.048
H 2.157 -1.587 0.120
H 1.705 0.086 -0.237
C -2.464 0.787 0.242
C -1.516 0.997 -0.663
C -1.097 0.026 -1.675
C -0.245 0.335 -2.644
H -3.003 -0.149 0.321
H -2.736 1.554 0.954
H -1.017 1.961 -0.702
H -1.532 -0.966 -1.600
H 0.004 -0.351 -3.442
H 0.188 1.326 -2.713

Spin multiplicity = 1
Structure (SMILES) = C=CC=C.CSC

Atom-resolved charges from Mulliken, all expressed in e: number 1, C, carries -0.4595; number 2, S, carries -0.0859; number 3, C, carries -0.6422; number 4, H, carries 0.2747; number 5, H, carries -0.0511; number 6, H, carries 0.3170; number 7, H, carries 0.3179; number 8, H, carries 0.2634; number 9, H, carries 0.1076; number 10, C, carries -0.8702; number 11, C, carries 0.1176; number 12, C, carries 0.0382; number 13, C, carries -0.8632; number 14, H, carries 0.2513; number 15, H, carries 0.2753; number 16, H, carries 0.2303; number 17, H, carries 0.2586; number 18, H, carries 0.2689; number 19, H, carries 0.2513

Stability summary: most stable *1*, least stable *2*.